Record 1
Computed, not measured: C8H12N4O in the gas phase, with the ωB97M-V functional and the def2-TZVPD basis.

Atoms and positions in Å:
C  0.710  -1.767  0.024
C  -0.105  -0.714  -0.230
C  1.993  -1.143  0.223
C  -1.538  -0.726  -0.572
C  0.239  1.642  -0.547
C  3.269  -1.851  0.482
C  1.173  2.729  -0.417
C  -3.708  0.066  -0.170
N  1.932  0.196  0.100
N  0.691  0.368  -0.278
N  -1.975  0.433  1.451
N  -2.382  -0.035  0.280
O  -1.910  -1.521  -1.441
H  0.472  -2.676  0.437
H  -0.697  1.610  -0.954
H  3.940  -1.283  -0.141
H  3.552  -1.707  1.538
H  3.232  -2.937  0.080
H  1.073  3.655  -1.134
H  2.226  2.339  -0.464
H  1.115  3.048  0.653
H  -4.328  -0.531  0.397
H  -4.053  1.079  0.077
H  -3.723  -0.199  -1.189
H  -1.201  -0.076  1.796

As for the charge: 0. For the HOMO-LUMO gap (alpha / beta), the calculation gives 8.507 / 6.258 eV. The calculation puts the HOMO energy (alpha / beta) at -8.56 / -6.96 eV. Its energy relative to the best compared isomer or geometry (same formula, charge and spin) is 404.2 kJ/mol.

=====

Record 2
Computed, not measured: 2 unconnected molecules or ions with the total composition CH5NO3, with the ωB97M-V functional and the def2-TZVPD basis.

Atoms and positions in Å:
N  2.485  0.312  -0.096
C  1.207  -0.079  0.006
O  0.256  0.647  -0.156
H  3.253  -0.318  0.049
H  2.681  1.275  -0.320
H  1.102  -1.149  0.255
O  -2.208  -0.613  0.196
O  -3.294  0.270  -0.055
H  -4.055  -0.306  0.082
H  -1.428  -0.038  0.039

As for the charge: 0. For the HOMO-LUMO gap, the calculation gives 9.770 eV. The calculation puts the HOMO energy at -9.03 eV. Its SMILES is NC=O.OO. Its energy relative to the best compared isomer or geometry (same formula, charge and spin) is 355.1 kJ/mol.

=====

Record 3
Computed, not measured: a molecular structure, H8O12S2Zn, with the ωB97M-V functional and the def2-TZVPD basis.

Atoms and positions in Å:
Zn  -0.035  0.412  -0.476
S  -0.235  1.356  2.649
O  0.054  2.689  3.207
O  -1.723  1.094  2.677
O  0.086  1.393  1.168
O  0.505  0.296  3.299
S  1.490  -2.603  0.160
O  0.800  -1.286  -0.140
O  1.611  -2.869  1.583
O  0.678  -3.658  -0.499
O  2.821  -2.408  -0.502
O  1.920  0.439  -1.477
H  2.402  -0.301  -1.041
H  2.447  0.713  -2.230
O  -2.073  -0.030  0.544
H  -1.989  0.365  1.472
H  -2.729  -0.727  0.584
O  -0.831  2.219  -1.240
H  -1.026  3.022  -0.747
H  -0.860  2.449  -2.173
O  -0.837  -0.634  -2.113
H  -0.879  -1.600  -2.085
H  -1.595  -0.331  -2.620

As for the charge: -2. For the HOMO-LUMO gap, the calculation gives 4.830 eV. The calculation puts the HOMO energy at -1.18 eV. Its energy relative to the best compared isomer or geometry (same formula, charge and spin) is 191.9 kJ/mol.

=====

Record 4
Computed, not measured: 5 unconnected molecules or ions with the total composition C35H76N7O3P, with the ωB97M-V functional and the def2-TZVPD basis.

Atoms and positions in Å:
C  6.364  -3.802  -0.361
C  5.513  -3.016  -0.662
C  4.502  -2.036  -1.029
C  5.047  -1.122  -2.164
C  5.244  -2.020  -3.335
N  5.498  -2.783  -4.152
O  6.319  -0.613  -1.928
C  6.463  0.160  -0.735
C  7.871  0.765  -0.697
C  8.438  1.137  -2.072
C  9.190  0.010  -2.766
C  3.985  -0.003  -2.518
N  4.696  1.134  -3.098
C  3.236  0.419  -1.341
N  2.691  0.881  -0.441
P  2.818  -0.641  -3.883
O  1.729  -1.477  -2.979
O  2.012  0.720  -4.350
H  7.262  -4.365  -0.286
H  4.233  -1.443  -0.157
H  3.614  -2.546  -1.404
H  6.356  -0.478  0.145
H  5.718  0.951  -0.693
H  7.776  1.679  -0.110
H  8.547  0.101  -0.160
H  7.617  1.500  -2.689
H  9.119  1.978  -1.937
H  10.111  -0.248  -2.246
H  9.440  0.317  -3.781
H  8.580  -0.887  -2.840
H  5.226  0.813  -3.904
H  4.044  1.848  -3.398
H  0.872  -1.384  -3.422
H  1.785  1.276  -3.583
C  -3.812  1.099  0.211
C  -3.405  -0.350  0.436
N  -3.179  -1.082  -0.796
C  -3.037  -2.515  -0.600
C  -1.828  -3.008  0.207
C  -2.230  -0.478  -1.712
C  -0.802  -0.244  -1.199
H  -4.702  1.163  -0.416
H  -4.038  1.568  1.170
H  -3.018  1.685  -0.255
H  -4.217  -0.844  0.977
H  -2.529  -0.367  1.105
H  -3.032  -2.998  -1.581
H  -3.947  -2.872  -0.108
H  -0.906  -2.959  -0.369
H  -1.974  -4.056  0.482
H  -1.690  -2.446  1.131
H  -2.639  0.480  -2.042
H  -2.194  -1.087  -2.621
H  -0.787  0.159  -0.186
H  -0.294  0.479  -1.842
H  -0.209  -1.156  -1.217
C  2.269  -8.983  0.081
C  2.307  -7.571  -0.482
N  0.989  -6.994  -0.679
C  1.011  -5.763  -1.445
C  1.721  -4.546  -0.839
C  0.118  -6.995  0.484
C  0.598  -6.264  1.746
H  1.674  -9.639  -0.556
H  3.282  -9.384  0.130
H  1.859  -9.015  1.090
H  2.801  -7.603  -1.456
H  2.946  -6.951  0.168
H  -0.020  -5.488  -1.686
H  1.482  -5.985  -2.408
H  1.129  -4.082  -0.051
H  1.868  -3.788  -1.613
H  2.704  -4.795  -0.434
H  -0.088  -8.034  0.749
H  -0.851  -6.590  0.180
H  1.648  -6.466  1.963
H  0.016  -6.601  2.607
H  0.463  -5.186  1.673
C  -4.591  1.096  4.337
C  -5.575  1.678  5.339
N  -6.067  2.991  4.961
C  -6.801  3.656  6.023
C  -8.121  3.033  6.494
C  -6.648  3.085  3.633
C  -7.846  2.183  3.303
H  -3.747  1.770  4.179
H  -4.202  0.148  4.711
H  -5.060  0.895  3.372
H  -5.067  1.778  6.302
H  -6.388  0.950  5.494
H  -6.986  4.689  5.716
H  -6.130  3.725  6.885
H  -8.931  3.205  5.787
H  -8.422  3.488  7.440
H  -8.033  1.959  6.663
H  -5.859  2.881  2.905
H  -6.923  4.129  3.458
H  -7.705  1.165  3.668
H  -7.973  2.126  2.220
H  -8.777  2.569  3.714
C  0.005  3.477  -1.115
C  -0.004  4.881  -1.699
N  -1.342  5.409  -1.895
C  -1.366  6.632  -2.677
C  -0.698  7.883  -2.092
C  -2.204  5.388  -0.724
C  -1.738  6.142  0.529
H  -0.575  2.794  -1.739
H  1.030  3.104  -1.063
H  -0.398  3.446  -0.102
H  0.485  4.852  -2.677
H  0.620  5.528  -1.061
H  -2.408  6.865  -2.916
H  -0.891  6.411  -3.638
H  -1.300  8.339  -1.307
H  -0.578  8.633  -2.876
H  0.293  7.671  -1.688
H  -2.372  4.344  -0.449
H  -3.188  5.757  -1.024
H  -0.680  5.976  0.739
H  -2.301  5.791  1.397
H  -1.908  7.214  0.451

As for the charge: 0. For the HOMO-LUMO gap, the calculation gives 8.347 eV. The calculation puts the HOMO energy at -8.10 eV. Its SMILES is C#CC[C@](C#N)(OCCCC)[C@](N)(C#N)P(O)O.CCN(CC)CC.CCN(CC)CC.CCN(CC)CC.CCN(CC)CC.

=====

Record 5
Computed, not measured: a molecular structure, C17H20BrF6IrOPS5, with the ωB97M-V functional and the def2-TZVPD basis.

Atoms and positions in Å:
Ir  -2.172  -1.800  -1.252
S  -8.760  -3.949  -3.082
C  -7.307  -3.380  -2.651
S  -6.362  -2.300  -3.622
C  -5.001  -2.127  -2.555
C  -5.091  -2.853  -1.349
S  -3.959  -2.850  -0.079
S  -6.521  -3.796  -1.156
S  -3.741  -1.111  -2.991
C  2.003  2.826  3.619
C  1.090  3.441  2.548
C  -0.069  4.151  3.246
C  1.881  4.477  1.734
C  0.619  2.342  1.605
C  -0.744  2.068  1.406
C  -1.103  1.082  0.534
Br  -2.911  0.748  0.202
C  -0.128  0.311  -0.210
O  -0.506  -0.537  -1.065
C  1.277  0.572  0.020
C  1.574  1.580  0.905
C  2.423  -0.192  -0.649
C  3.151  0.782  -1.589
C  2.004  -1.426  -1.454
C  3.394  -0.668  0.444
H  2.349  3.611  4.293
H  2.883  2.351  3.184
H  1.472  2.079  4.210
H  0.330  4.917  3.912
H  -0.664  3.466  3.854
H  -0.733  4.650  2.537
H  2.230  5.272  2.395
H  1.259  4.927  0.958
H  2.754  4.033  1.254
H  -1.510  2.624  1.922
H  2.617  1.803  1.083
H  2.478  1.159  -2.362
H  3.972  0.262  -2.084
H  3.567  1.637  -1.051
H  1.407  -1.181  -2.330
H  1.447  -2.150  -0.863
H  2.913  -1.920  -1.800
H  3.841  0.154  1.005
H  4.206  -1.226  -0.023
H  2.893  -1.333  1.149
F  -0.717  -3.802  -0.583
P  -0.656  -4.715  -1.976
F  -0.651  -5.457  -3.376
F  -2.176  -5.136  -1.713
F  0.816  -4.143  -2.233
F  -1.265  -3.312  -2.753
F  -0.104  -5.961  -1.169

The spin multiplicity is 6. As for the charge: 0. For the HOMO-LUMO gap (alpha / beta), the calculation gives 7.481 / 5.399 eV. The calculation puts the HOMO energy (alpha / beta) at -7.93 / -8.83 eV. Its energy relative to the best compared isomer or geometry (same formula, charge and spin) is 0.0 kJ/mol.

=====

> The lowest charge belongs to which entry?

H8O12S2Zn